[1]
Molecular formula: C15H25NO2S
Method: DFT, wB97M-V/def2-TZVPD

XYZ file:
```
44
Properties=species:S:1:pos:R:3:lowdin_charge:R:1
C 2.986 -1.283 1.304 -0.096
C 2.451 -2.010 0.077 -0.226
H 1.857 -1.329 -0.532 0.085
H 3.285 -2.358 -0.534 0.113
C 1.594 -3.232 0.443 -0.115
C 0.447 -2.870 1.330 -0.238
C -0.685 -2.223 0.932 -0.060
C -0.942 -1.826 -0.453 -0.367
O -0.284 -2.179 -1.412 0.071
C -2.138 -0.910 -0.602 -0.063
C -2.119 0.170 0.483 -0.296
C -2.328 -0.508 1.842 -0.092
C -1.747 -1.894 1.906 -0.333
N -2.216 -2.680 2.783 0.149
H -1.854 -3.631 2.771 0.066
H -3.390 -0.588 2.080 0.124
H -1.872 0.087 2.638 0.128
C -0.823 0.993 0.466 -0.205
C -0.621 1.799 -0.824 -0.621
C 0.431 1.201 -1.742 -0.108
H 1.408 1.248 -1.264 0.082
H 0.202 0.161 -1.963 0.060
H 0.479 1.742 -2.685 0.067
H -1.574 1.907 -1.350 0.100
S -0.153 3.514 -0.320 0.886
C -0.305 4.439 -1.891 -0.535
C 1.042 4.729 -2.528 -0.175
H 1.572 3.809 -2.760 0.056
H 1.656 5.315 -1.848 0.066
H 0.903 5.294 -3.448 0.069
H -0.946 3.852 -2.548 0.069
H -0.815 5.367 -1.635 0.060
H -0.858 1.691 1.306 0.089
H 0.039 0.341 0.620 0.113
H -2.952 0.859 0.308 0.146
H -3.047 -1.509 -0.498 0.140
H -2.130 -0.481 -1.605 0.124
O 0.686 -3.186 2.611 0.094
H -0.031 -2.891 3.196 0.107
H 2.208 -3.954 0.984 0.126
H 1.217 -3.678 -0.477 0.119
H 2.177 -0.857 1.893 0.068
H 3.648 -0.474 1.004 0.072
H 3.545 -1.967 1.940 0.077
```

Output
E_HOMO: -8.50 eV
SMILES: [H]/N=C1/C[C@@H](C[C@H](C)SCC)CC(=O)/C1=C(/O)CCC
charge: 0

---

[2]
Molecular formula: C15H26AlBBrCaF9N2O11P2
Method: DFT, wB97M-V/def2-TZVPD

XYZ file:
```
69
Properties=species:S:1:pos:R:3:lowdin_charge:R:1
C 4.272 -1.496 -1.244 -0.024
C 3.448 -0.424 -0.370 -0.230
O 2.198 -0.065 -0.958 -0.092
C 1.541 0.912 -0.111 -0.131
C 0.647 1.920 -0.928 -0.144
O -0.785 1.670 -0.769 -0.271
C -1.401 2.975 -0.763 -0.384
C -2.998 2.966 -0.977 -0.343
O -3.567 1.702 -1.445 -0.362
C -4.975 1.949 -1.630 -0.171
C -5.826 1.041 -0.660 -0.251
C -7.443 1.153 -0.668 -0.134
C -7.756 -0.210 0.228 -0.200
C -6.402 -1.063 0.243 -0.450
P -6.460 -2.964 0.315 0.675
N -6.133 -3.599 -1.124 -0.259
N -5.664 -0.441 -0.938 0.111
H 3.520 -2.154 -1.769 0.082
H 4.964 -2.081 -0.561 0.078
H 4.927 -0.934 -1.989 0.083
H 4.133 0.491 -0.245 0.140
H 3.248 -0.819 0.682 0.117
H 2.390 1.527 0.339 0.140
H 1.024 0.410 0.759 0.143
H 0.874 1.973 -2.031 0.140
H 0.823 2.954 -0.482 0.133
H -1.194 3.444 0.250 0.134
H -0.949 3.556 -1.622 0.035
H -3.524 3.270 -0.009 0.125
H -3.235 3.756 -1.759 0.083
H -5.271 3.027 -1.409 0.121
H -5.235 1.733 -2.721 0.155
H -5.561 1.400 0.403 0.091
H -7.762 2.138 -0.131 0.024
H -8.010 0.949 -1.620 0.152
H -7.871 0.189 1.300 0.012
H -8.638 -0.736 -0.232 0.142
H -5.754 -0.758 1.145 -0.022
H -7.733 -3.422 0.809 0.057
H -5.432 -3.412 1.218 -0.078
H -5.983 -2.855 -1.821 -0.036
H -4.698 -0.778 -1.078 0.210
H -6.331 -0.552 -1.722 0.184
B 7.738 -2.892 2.814 -0.860
O 6.739 -3.729 3.514 0.292
C 5.581 -3.104 3.435 -0.342
O 4.550 -3.507 3.899 0.241
C 5.756 -1.833 2.685 -0.302
O 4.882 -1.039 2.446 0.263
O 7.007 -1.700 2.319 0.317
O 8.825 -2.504 3.720 0.241
C 9.966 -2.966 3.196 -0.387
O 11.048 -2.821 3.692 0.178
C 9.671 -3.670 1.935 -0.386
O 10.469 -4.202 1.216 0.181
O 8.353 -3.628 1.704 0.241
Ca -7.237 2.228 1.685 1.463
F 6.827 0.903 -2.536 -0.197
P 5.904 2.233 -2.400 0.254
F 5.394 3.531 -3.229 -0.194
F 5.167 1.340 -3.540 -0.199
F 7.253 3.100 -2.641 -0.190
F 6.294 2.247 -0.823 -0.197
F 4.468 2.280 -1.625 -0.212
F 2.758 -1.701 3.126 -0.194
Al -5.972 -2.183 2.781 0.892
F -8.699 -1.749 1.847 -0.614
Br -1.954 2.376 -3.132 0.611
F -6.207 4.647 0.008 -0.684
```

Output
E_HOMO: -7.69 eV
charge: 0

---

[3]
Molecular formula: C15H26AuClO2P2
Method: DFT, wB97M-V/def2-TZVPD

XYZ file:
```
47
Properties=species:S:1:pos:R:3:lowdin_charge:R:1
C 3.920 2.143 -1.247 -0.034
C 2.585 1.593 -1.251 -0.420
H 4.034 2.608 -2.241 0.112
H 4.676 1.347 -1.093 0.111
H 4.021 2.904 -0.447 0.113
O 1.663 1.564 -2.003 -0.023
Cl 2.227 0.372 0.999 0.222
Au 0.193 -0.070 0.161 0.662
P 1.197 -1.978 -0.941 0.742
C 0.204 -2.847 -2.190 -0.205
C 2.765 -1.682 -1.802 -0.220
H 2.998 -2.579 -2.394 0.081
H 2.034 -4.086 -0.115 0.082
H 3.561 -1.501 -1.066 0.059
H 2.398 -2.715 1.008 0.053
H 0.003 -2.166 -3.029 0.066
H 2.676 -0.813 -2.467 0.050
C 1.640 -3.174 0.360 -0.220
H 0.778 -3.713 -2.545 0.080
H 0.762 -3.426 0.966 0.046
H -0.751 -3.190 -1.781 0.048
P -0.508 2.113 0.954 0.744
C -2.135 2.705 0.429 -0.206
C -0.474 2.023 2.782 -0.220
H 1.537 3.398 1.108 0.058
H 0.071 4.427 0.925 0.081
H 0.757 3.578 -0.500 0.055
C 0.578 3.515 0.581 -0.219
H 0.561 1.834 3.104 0.052
H -0.842 2.980 3.191 0.081
H -2.353 3.643 0.950 0.080
H -2.921 1.978 0.653 0.048
H -1.110 1.201 3.139 0.046
H -2.119 2.877 -0.653 0.066
C -0.332 0.656 -1.855 -0.127
O -0.719 0.968 -2.886 0.191
C -3.794 -2.508 1.848 -0.031
C -3.609 -1.147 2.090 -0.034
C -2.487 -0.468 1.601 -0.140
C -1.504 -1.107 0.870 -0.218
C -1.671 -2.472 0.635 -0.128
C -2.797 -3.163 1.128 -0.034
H -4.661 -3.053 2.223 0.131
H -4.361 -0.619 2.655 0.123
H -2.425 0.585 1.850 0.036
H -0.940 -3.058 0.086 0.034
H -2.887 -4.231 0.925 0.127
```

Output
E_HOMO (spin up / spin down): -13.19 / -15.61 eV
multiplicity: 3
<S²>: 2.018
charge: +2

---

Sequential electronic energy output: -32381.063, -180250.599, -54844.788 eV
Sequential relative energy (zero: lowest compared OMol25 entry of this formula, charge and spin) output: 25.7, 164.3, 0.0 kcal/mol